Arrangement w

2 unconnected molecules or ions with the total composition C11H11N. Source: the OMol25 dataset; level of theory: the ωB97M-V functional and the def2-TZVPD basis.

Results
Kohn-Sham gap = 0.342 Eh
structure (SMILES) = c1ccccc1.c1ccncc1

```
23
Properties=species:S:1:pos:R:3:mulliken_charge:R:1
C -1.58 -3.15 0.09 -0.34
C -0.34 -2.64 -0.50 -0.55
C -0.06 -1.22 -0.45 -0.05
C -0.96 -0.37 0.26 0.39
C -2.05 -0.95 0.74 -0.27
C -2.37 -2.32 0.85 -0.54
H -1.88 -4.17 -0.07 0.39
H 0.44 -3.25 -1.04 0.31
H 0.85 -0.88 -0.86 0.48
H -0.59 0.69 0.41 -0.30
H -2.70 -0.25 1.41 0.19
H -3.36 -2.67 1.31 0.29
C 1.04 2.98 -0.20 -0.25
C 0.44 2.08 0.74 -0.24
C 1.20 0.90 0.86 -0.62
N 1.96 0.46 -0.11 -0.61
C 2.19 1.25 -1.16 0.02
C 1.74 2.61 -1.26 -0.45
H 0.64 3.99 -0.11 0.32
H -0.46 2.39 1.34 0.40
H 0.82 0.30 1.60 0.85
H 2.86 0.69 -1.89 0.36
H 2.16 3.54 -1.96 0.23
```

---

Arrangement x

A molecular structure, C11H11N. Source: the OMol25 dataset; level of theory: the ωB97M-V functional and the def2-TZVPD basis.

Results
Kohn-Sham gap (alpha / beta) = 0.283 / 0.276 Eh

```
23
Properties=species:S:1:pos:R:3:mulliken_charge:R:1
C -3.54 0.01 -0.99 0.13
C -2.50 0.58 -0.80 -0.67
C 0.27 1.70 1.39 -0.58
C 1.56 1.58 1.03 -1.30
C -0.39 -1.52 0.76 0.29
C 0.80 -1.96 -0.03 -0.69
C 1.85 0.05 -1.30 -1.16
C 1.78 -0.84 -0.07 0.03
C -0.24 0.91 0.35 0.24
C 1.19 0.56 0.06 1.14
C -1.28 1.32 -0.68 -0.64
N -1.27 -2.15 1.43 -0.68
H -4.44 -0.39 -0.82 0.50
H -0.20 2.28 2.25 0.40
H 2.50 1.78 1.35 0.60
H 1.24 -2.85 0.44 0.39
H 0.46 -2.26 -1.03 0.26
H 2.81 0.51 -1.64 0.26
H 1.19 -0.04 -2.06 0.33
H 2.57 -1.12 0.58 0.34
H -0.82 1.17 -1.76 0.16
H -1.46 2.36 -0.45 0.36
H -2.09 -1.68 1.98 0.30
```

---

Least stable structure among those shown: arrangement x.